Below is a 8-piece molecular cluster, C18H48N6O20P2 overall, with properties calculated with wB97M-V/def2-TZVPD.

Values from the calculation:
- calculated total energy (Ha) = -3230.305265
- HOMO level (eV) = -10.35
- lowest unoccupied orbital energy (eV) = -0.21
- frontier orbital gap (Ha) = 0.3728
- SMILES = CCOP(=O)(OCC)OCC.CCOP(=O)(OCC)OCC.C[N+](=O)[O-].C[N+](=O)[O-].C[N+](=O)[O-].C[N+](=O)[O-].C[N+](=O)[O-].C[N+](=O)[O-]

Positions of all 94 atoms, in Å:
C: 3.6430 -0.5404 -1.2709
C: 2.2864 -1.1502 -1.0527
O: 1.2830 -0.3543 -1.7152
P: -0.1684 -0.8952 -2.0351
O: -0.7248 -1.8164 -1.0248
O: 0.0223 -1.6320 -3.4281
C: 1.1279 -1.3746 -4.3230
C: 0.5430 -0.8404 -5.6254
O: -0.9647 0.4236 -2.4556
C: -1.8588 1.0370 -1.5109
C: -1.2618 2.0214 -0.5563
H: 4.3630 -0.9770 -0.5794
H: 4.0080 -0.6344 -2.2901
H: 3.6163 0.5230 -1.0215
H: 2.2640 -2.1570 -1.4933
H: 1.9180 -1.3331 -0.0403
H: 1.8106 -0.6453 -3.8982
H: 1.6619 -2.3067 -4.4988
H: 0.2527 0.2048 -5.4459
H: 1.2757 -0.8144 -6.4281
H: -0.4239 -1.2738 -5.8729
H: -2.6256 1.5521 -2.0935
H: -2.3429 0.2317 -0.9489
H: -0.7217 1.5897 0.2949
H: -0.5568 2.7701 -0.9208
H: -2.0877 2.5275 -0.0480
C: -5.1261 2.1835 0.6735
C: -5.0000 0.9864 1.6090
O: -6.0421 0.9605 2.6140
P: -6.6676 2.2276 3.3073
O: -7.5288 3.1129 2.5196
O: -7.4565 1.5081 4.4931
C: -8.2495 2.3277 5.3737
C: -9.7240 2.0261 5.2086
O: -5.4445 2.9788 4.0039
C: -4.8775 2.5915 5.2285
C: -4.2625 1.1949 5.2119
H: -4.6990 3.0989 1.0918
H: -4.5808 1.9485 -0.2428
H: -6.1525 2.4735 0.4561
H: -5.2121 0.0616 1.0773
H: -4.0038 0.9761 2.0510
H: -7.9106 1.9757 6.3494
H: -8.1132 3.4077 5.3091
H: -10.1046 2.2707 4.2209
H: -9.9256 0.9752 5.4261
H: -10.2520 2.5768 5.9918
H: -4.0536 3.2433 5.5255
H: -5.5497 2.6748 6.0887
H: -4.9488 0.3566 5.0762
H: -3.6380 1.1684 4.3087
H: -3.5987 0.9224 6.0305
C: 4.6241 -3.6631 0.2650
N: 5.0169 -3.7187 1.7040
O: 5.4636 -2.6937 2.1755
O: 4.8460 -4.7415 2.3127
H: 4.5102 -4.6790 -0.1002
H: 5.4503 -3.2067 -0.2700
H: 3.6760 -3.1379 0.2689
C: 6.2191 0.5946 -3.4323
N: 7.4951 0.8223 -4.2168
O: 7.5678 1.8401 -4.8551
O: 8.3529 -0.0163 -4.1167
H: 5.4851 0.1736 -4.1091
H: 5.9130 1.5721 -3.0739
H: 6.5494 -0.0285 -2.6082
C: 0.0149 -5.6029 -2.6098
N: 1.4498 -5.4124 -2.9768
O: 1.9473 -4.3285 -2.7580
O: 2.0680 -6.4042 -3.2953
H: -0.6289 -5.4849 -3.4759
H: -0.2241 -4.8396 -1.8743
H: -0.0795 -6.5950 -2.1849
C: 1.1799 3.3117 -3.7527
N: 2.6187 3.0100 -3.5497
O: 3.0512 3.0023 -2.4123
O: 3.2941 2.7211 -4.5094
H: 1.1946 3.9537 -4.6319
H: 0.7839 3.8663 -2.9136
H: 0.7507 2.3342 -3.9527
C: -0.3496 -1.0376 2.1629
N: -1.0887 -0.2142 3.1662
O: -1.4637 0.8719 2.7705
O: -1.2894 -0.6559 4.2726
H: -1.0649 -1.3686 1.4154
H: 0.1784 -1.8986 2.5599
H: 0.3834 -0.3347 1.7746
C: 7.8892 -0.4977 1.6774
N: 7.1724 -0.1084 0.4708
O: 6.3794 0.8042 0.5528
O: 7.2641 -0.8116 -0.5202
H: 7.2576 -1.1910 2.2287
H: 8.0886 0.4132 2.2353
H: 8.8367 -0.9841 1.4662

Per-atom Mulliken charges, elementary charge units:
1. C -0.77
2. C -0.30
3. O 0.36
4. P 1.07
5. O -0.91
6. O -0.36
7. C 0.24
8. C -1.33
9. O -0.38
10. C -0.36
11. C -0.47
12. H 0.04
13. H 0.14
14. H 0.31
15. H 0.23
16. H 0.28
17. H -0.01
18. H 0.30
19. H 0.18
20. H 0.41
21. H 0.34
22. H 0.28
23. H 0.36
24. H -0.03
25. H 0.11
26. H 0.27
27. C -1.23
28. C 0.31
29. O -0.33
30. P 0.97
31. O -0.75
32. O -0.28
33. C -0.27
34. C -1.27
35. O -0.35
36. C -0.29
37. C -0.73
38. H 0.33
39. H 0.26
40. H 0.47
41. H 0.34
42. H -0.20
43. H 0.32
44. H 0.39
45. H 0.30
46. H 0.31
47. H 0.38
48. H 0.46
49. H 0.18
50. H 0.28
51. H -0.07
52. H 0.47
53. C -0.36
54. N 0.91
55. O -0.57
56. O -0.55
57. H 0.32
58. H 0.23
59. H 0.00
60. C -0.35
61. N 0.94
62. O -0.57
63. O -0.57
64. H 0.27
65. H 0.26
66. H 0.06
67. C -0.69
68. N 0.84
69. O -0.50
70. O -0.52
71. H 0.28
72. H 0.20
73. H 0.33
74. C -0.58
75. N 0.96
76. O -0.54
77. O -0.54
78. H 0.33
79. H 0.24
80. H 0.12
81. C -0.79
82. N 0.97
83. O -0.53
84. O -0.55
85. H 0.33
86. H 0.36
87. H 0.24
88. C -0.69
89. N 0.91
90. O -0.53
91. O -0.51
92. H 0.27
93. H 0.28
94. H 0.27

=====

Below is C3H4O3 in the gas phase, with properties calculated with wB97M-V/def2-TZVPD.

Values from the calculation:
- calculated total energy (Ha) = -342.352878
- HOMO level (eV) = -10.35
- lowest unoccupied orbital energy (eV) = 0.51
- frontier orbital gap (Ha) = 0.3991
- SMILES = O=C[C@@H]1O[C@@H]1O

Positions of all 10 atoms, in Å:
O: -0.1946 1.3525 -0.1730
C: -0.7053 0.0195 -0.0299
C: 0.2070 0.5737 0.9736
O: 1.5485 0.3795 0.7916
C: -0.2476 -1.0698 -0.9514
O: -0.9894 -1.9806 -1.2279
H: 1.4834 0.8636 -0.0755
H: -1.7685 0.0307 0.1612
H: -0.1260 0.8601 1.9736
H: 0.7927 -1.0279 -1.3296

Per-atom Mulliken charges, elementary charge units:
1. O -0.48
2. C 0.14
3. C 0.03
4. O -0.52
5. C -0.11
6. O -0.44
7. H 0.34
8. H 0.40
9. H 0.39
10. H 0.25

=====

Below is C22H42Cl3N2O4SSiSn as an isolated structure, with properties calculated with wB97M-V/def2-TZVPD.

Values from the calculation:
- charge = -1
- calculated total energy (Ha) = -3556.540283
- HOMO level (eV) = -2.29
- lowest unoccupied orbital energy (eV) = 2.15
- frontier orbital gap (Ha) = 0.1631

Positions of all 76 atoms, in Å:
C: 3.1525 3.0760 -5.7100
C: 4.6114 3.2217 -5.4695
H: 2.6886 4.0747 -5.7182
H: 2.6846 2.4547 -4.9451
H: 2.9783 2.6358 -6.7107
C: 5.2847 4.2109 -6.1167
C: 4.6522 5.2546 -6.9906
H: 6.3767 4.2778 -6.1119
H: 3.8117 5.7704 -6.5001
H: 4.2928 4.8661 -7.9567
H: 5.4186 5.9976 -7.2676
Sn: 3.5924 0.1175 -2.7324
Cl: 1.4115 -0.4941 -3.5131
Cl: 5.1856 -1.5412 -3.3067
C: 4.2198 -1.5562 -0.1400
O: 3.6259 -0.5032 -0.5960
N: 4.9488 -1.5878 0.9537
C: 4.8956 -0.5371 1.9875
C: 6.0063 -2.6060 1.0509
H: 4.2279 -2.4778 -0.7464
H: 3.8836 -0.4081 2.3952
H: 5.2717 0.4249 1.6121
H: 5.5451 -0.8570 2.8113
H: 5.6183 -3.5895 0.7574
H: 6.3799 -2.6557 2.0804
H: 6.8461 -2.3578 0.3843
H: -2.8159 4.7763 -1.2265
H: 0.0413 4.6739 -2.4327
C: -2.1479 5.2871 -0.5153
C: 0.1407 5.2104 -1.4790
N: -0.8167 4.7018 -0.5016
H: -2.5908 5.1950 0.4887
C: -0.6286 3.5287 0.1547
O: 0.3478 2.7776 0.0339
H: 1.1803 5.0897 -1.1245
H: -1.4798 3.2984 0.8253
H: -2.0761 6.3295 -0.8330
H: -0.1013 6.2600 -1.6599
O: 4.5108 1.7864 -3.4870
C: 5.3234 2.1307 -4.6744
C: 7.4186 3.5839 -4.1097
C: 6.8105 2.3374 -4.3533
H: 6.8112 4.4758 -4.1146
C: 8.8000 3.6576 -3.8990
H: 5.2698 1.2170 -5.2822
C: 7.6302 1.2011 -4.3678
H: 9.2534 4.6533 -3.7480
C: 9.6108 2.5458 -3.9472
C: 9.0220 1.2879 -4.1663
H: 7.1655 0.2225 -4.5557
H: 10.6910 2.6140 -3.8079
H: 9.6300 0.3879 -4.2210
Si: 4.5818 3.4504 -1.7151
Cl: 3.4309 4.8577 -2.7638
C: 5.9865 4.7076 -1.6340
C: 5.9032 2.0488 -1.1897
C: 3.5395 2.9754 -0.1993
H: 7.0170 4.3223 -1.6057
H: 5.7779 5.1484 -0.6550
H: 5.9311 5.4989 -2.3963
H: 3.2997 3.9296 0.2714
H: 4.1035 2.3856 0.5270
H: 2.6210 2.4381 -0.4128
H: 6.8847 2.2528 -1.6135
H: 5.7118 0.9977 -1.4212
H: 6.0287 2.0674 -0.1003
C: -2.0631 -1.1747 0.4319
S: -0.7723 0.0088 0.9118
C: -0.7217 -0.3048 2.6874
O: 0.5260 -0.4385 0.3453
H: -2.8244 -1.2749 1.2072
H: -1.5736 -2.1316 0.2195
H: -2.5196 -0.7545 -0.4716
H: -0.0530 -1.1566 2.8728
H: -0.3137 0.6067 3.1452
H: -1.7378 -0.4889 3.0496

Per-atom Mulliken charges, elementary charge units:
1. C -1.59
2. C 0.73
3. H 0.36
4. H 0.20
5. H 0.31
6. C -0.19
7. C -1.55
8. H 0.54
9. H 0.29
10. H 0.31
11. H 0.37
12. Sn 0.69
13. Cl -0.58
14. Cl -0.56
15. C -0.23
16. O -0.17
17. N 0.22
18. C -0.67
19. C -0.88
20. H 0.33
21. H 0.23
22. H 0.15
23. H 0.32
24. H 0.32
25. H 0.29
26. H 0.32
27. H 0.33
28. H 0.34
29. C -0.89
30. C -0.68
31. N 0.18
32. H 0.30
33. C 0.02
34. O -0.46
35. H 0.03
36. H 0.20
37. H 0.28
38. H 0.33
39. O -0.85
40. C -0.46
41. C 0.27
42. C 0.48
43. H 0.79
44. C -1.13
45. H 0.60
46. C -0.37
47. H 0.31
48. C -0.52
49. C -0.73
50. H 0.21
51. H 0.37
52. H 0.41
53. Si 1.72
54. Cl -0.47
55. C -1.48
56. C -1.59
57. C -0.75
58. H 0.31
59. H 0.41
60. H 0.31
61. H 0.43
62. H 0.11
63. H 0.11
64. H 0.35
65. H 0.08
66. H 0.56
67. C -1.02
68. S 0.65
69. C -1.02
70. O -0.55
71. H 0.35
72. H 0.31
73. H 0.29
74. H 0.30
75. H 0.28
76. H 0.38

=====

Q: calculated total energy of number 2 (C3H4O3)?
A: -342.352878 Ha

=====

Q: The lowest frontier orbital gap belongs to which entry?
A: C22H42Cl3N2O4SSiSn

=====

Q: Among the records above, which one has the lowest lowest unoccupied orbital energy?
A: C18H48N6O20P2

=====

Q: What is the formula in the second record?
A: C3H4O3